(1)
C22H65O11Sr as an isolated structure in a non-equilibrium geometry, computed with the ωB97M-V functional and the def2-TZVPD basis.

Output
* lowest unoccupied orbital energy: -3.07 eV
* total charge: +1
* frontier orbital gap: 7.54 eV
* 2S+1: 1
* HOMO: -10.6 eV

Last column: Löwdin charge in e.
Atoms and positions in Å:
Sr -2.68 0.17 -1.03  1.9375
C 0.57 0.18 0.46  -0.0504
C -0.12 -0.22 -0.86  -0.2597
O -1.25 -1.07 -0.75  -0.5238
H -0.13 -0.07 1.26  0.0304
H 0.66 1.26 0.37  0.0518
H 1.54 -0.21 0.74  0.0672
H 0.52 -0.82 -1.52  0.0883
H -0.43 0.63 -1.46  0.0760
C -0.89 0.52 3.16  -0.1493
C -0.98 0.31 4.63  -0.1504
O 0.26 -0.22 5.07  0.1068
H -0.22 1.35 2.94  0.0802
H -1.85 0.70 2.69  0.0617
H -0.42 -0.37 2.74  0.0352
H -1.74 -0.44 4.84  0.1328
H -1.29 1.26 5.06  0.1426
H 0.06 -0.50 5.97  0.1749
C -0.91 2.97 0.87  -0.0231
C -2.04 1.95 0.95  -0.3066
O -2.60 1.85 -0.29  -0.4047
H -0.49 3.16 1.85  0.0908
H -1.15 3.99 0.57  0.1074
H -0.06 2.56 0.31  0.0432
H -2.84 2.17 1.66  0.1499
H -1.63 1.01 1.32  0.0511
H -3.18 2.61 -0.37  0.1597
C -0.44 -0.84 -3.87  -0.0576
C 0.07 0.59 -4.05  -0.3118
O -0.98 1.50 -4.13  -0.0440
H -0.88 -1.29 -4.76  0.1151
H -1.06 -0.85 -2.98  0.0301
H 0.44 -1.44 -3.64  0.1027
H 0.68 0.63 -4.95  0.1585
H 0.59 0.95 -3.17  0.0041
H -1.44 1.46 -3.29  0.0386
C 1.01 -3.33 0.48  -0.0698
C 0.14 -3.68 -0.79  -0.1157
O -1.23 -3.09 -0.80  -0.0390
H 0.47 -3.53 1.40  0.0877
H 1.33 -2.29 0.55  0.0274
H 1.96 -3.85 0.47  0.0915
H 0.05 -4.77 -0.77  0.1120
H 0.69 -3.43 -1.69  0.1073
H -1.17 -2.13 -0.85  -0.2266
C -3.53 -1.16 -3.64  -0.0394
C -2.70 -2.15 -2.75  -0.2223
O -2.74 -1.81 -1.34  -0.4825
H -2.91 -0.27 -3.74  0.0395
H -4.54 -1.01 -3.25  0.0879
H -3.60 -1.54 -4.65  0.0995
H -1.71 -2.28 -3.18  0.0845
H -3.06 -3.17 -2.79  0.1372
H -2.15 -2.40 -0.87  -0.1222
C -1.98 -1.56 1.85  -0.0403
C -3.29 -1.56 1.01  -0.1524
O -3.47 -0.14 0.70  -0.3494
H -2.24 -1.02 2.76  0.0642
H -1.15 -1.09 1.33  0.0457
H -1.78 -2.58 2.19  0.1158
H -4.12 -1.94 1.59  0.1399
H -3.37 -2.09 0.06  0.0969
H -3.69 0.20 1.57  0.1204
C 2.21 0.42 -2.25  -0.0831
C 3.59 -0.16 -2.64  -0.2969
O 4.68 0.61 -2.31  -0.0423
H 1.40 -0.30 -2.29  0.0306
H 1.93 1.28 -2.86  0.0573
H 2.23 0.77 -1.22  0.0909
H 3.71 -0.39 -3.70  0.1171
H 3.68 -1.14 -2.18  0.1080
H 5.39 0.18 -2.80  0.0931
C 1.42 4.04 -2.36  -0.0087
C 0.72 2.67 -2.24  -0.3253
O -0.59 3.05 -1.90  -0.0925
H 2.41 4.03 -2.80  0.0811
H 1.59 4.47 -1.37  0.0746
H 0.84 4.77 -2.93  0.0883
H 1.04 1.90 -1.54  0.0619
H 0.59 2.22 -3.22  0.0685
H -1.24 2.41 -2.21  0.0356
C 2.67 -1.82 2.35  -0.0553
C 1.67 -1.74 3.50  -0.2492
O 2.01 -0.87 4.46  0.0091
H 2.36 -2.52 1.58  0.0046
H 3.66 -2.16 2.66  0.1010
H 2.92 -0.91 1.80  0.0509
H 1.61 -2.76 3.90  0.1336
H 0.69 -1.40 3.17  0.0957
H 1.18 -0.58 4.86  -0.2363
C 2.50 2.67 2.17  -0.0497
C 2.11 1.27 2.61  -0.3496
O 2.35 1.14 3.98  -0.0291
H 2.07 2.85 1.18  0.0447
H 3.56 2.81 1.95  0.0828
H 2.16 3.49 2.80  0.0824
H 2.58 0.60 1.89  0.0707
H 1.03 1.10 2.54  0.0403
H 2.34 0.21 4.22  -0.1575

(2)
C22H66BCaF4O11 as an isolated structure in a non-equilibrium geometry, computed with the ωB97M-V functional and the def2-TZVPD basis.

Output
* lowest unoccupied orbital energy: -3.21 eV
* total charge: +1
* frontier orbital gap: 8.19 eV
* 2S+1: 1
* HOMO: -11.4 eV

Last column: Löwdin charge in e.
Atoms and positions in Å:
Ca -1.07 -0.58 -2.89  1.6331
B -0.33 -0.63 -0.22  -1.3034
F -0.76 -1.72 -1.03  0.0142
F -1.14 -0.45 0.88  0.1754
F 0.99 -0.80 0.13  0.1816
F -0.49 0.48 -1.09  0.0153
C -3.49 3.69 1.17  -0.0660
C -3.10 2.32 0.65  -0.2772
O -4.07 1.80 -0.27  -0.0895
H -3.61 4.39 0.35  0.0772
H -2.73 4.08 1.85  0.0782
H -4.42 3.68 1.75  0.0815
H -3.05 1.64 1.51  0.0972
H -2.14 2.34 0.15  0.1010
H -4.95 1.82 0.11  0.1090
C -3.06 3.36 -3.56  -0.0658
C -3.47 1.91 -3.54  -0.2725
O -2.71 1.18 -2.56  -0.2135
H -3.17 3.81 -2.58  0.0820
H -3.57 3.95 -4.33  0.0882
H -2.01 3.51 -3.85  0.0566
H -3.39 1.41 -4.51  0.1148
H -4.53 1.94 -3.28  0.1218
H -3.21 1.27 -1.72  0.0557
C 3.77 1.65 -0.15  -0.0866
C 5.12 1.48 -0.79  -0.3293
O 5.90 2.66 -0.65  -0.0646
H 3.30 2.55 -0.56  0.0642
H 3.76 1.74 0.94  0.0793
H 3.17 0.79 -0.46  0.0577
H 4.97 1.30 -1.87  0.1035
H 5.65 0.60 -0.42  0.1101
H 6.84 2.44 -0.70  0.0843
C -2.32 0.19 4.03  -0.0827
C -3.62 -0.50 3.67  -0.3396
O -4.15 -1.08 4.84  -0.0626
H -1.65 -0.55 4.47  0.0752
H -2.52 0.97 4.76  0.0846
H -1.82 0.61 3.16  0.0427
H -3.48 -1.24 2.87  0.1032
H -4.30 0.27 3.29  0.0998
H -5.01 -1.48 4.69  0.0827
C 3.91 -2.30 1.42  -0.0870
C 5.20 -2.18 2.24  -0.3033
O 5.04 -1.25 3.29  -0.0811
H 3.08 -2.61 2.06  0.0708
H 4.00 -3.08 0.65  0.0690
H 3.66 -1.34 0.99  0.0491
H 5.98 -1.78 1.59  0.1048
H 5.50 -3.17 2.61  0.1128
H 4.72 -1.67 4.09  0.0727
C 0.64 3.17 -2.49  -0.0634
C 1.07 1.88 -3.18  -0.2668
O -0.03 1.26 -3.89  -0.1966
H -0.31 3.05 -1.96  0.0668
H 0.44 3.95 -3.23  0.0840
H 1.37 3.55 -1.78  0.0674
H 1.49 1.19 -2.45  0.0914
H 1.87 2.13 -3.88  0.1295
H -0.11 1.76 -4.71  0.1158
C 2.08 -0.28 4.64  -0.0693
C 1.37 -0.10 3.29  -0.3039
O 0.48 -1.21 3.16  -0.0989
H 1.39 -0.23 5.48  0.0756
H 2.87 0.46 4.75  0.0790
H 2.59 -1.24 4.62  0.0570
H 2.14 -0.10 2.52  0.0906
H 0.77 0.81 3.29  0.0934
H 0.09 -1.14 2.27  0.0366
C -4.34 -2.66 -0.72  -0.0550
C -3.57 -2.90 -2.01  -0.2652
O -3.25 -1.67 -2.65  -0.1881
H -4.61 -3.59 -0.22  0.0873
H -5.26 -2.10 -0.94  0.0807
H -3.81 -2.03 0.00  0.0733
H -4.12 -3.53 -2.72  0.1244
H -2.65 -3.43 -1.75  0.0953
H -4.02 -1.28 -3.09  0.1047
C 0.65 -4.47 0.82  -0.0669
C -0.21 -5.10 -0.24  -0.3249
O 0.53 -6.13 -0.89  -0.0754
H 0.20 -3.67 1.41  0.0772
H 1.54 -4.04 0.35  0.0583
H 1.03 -5.21 1.54  0.0884
H -0.63 -4.38 -0.96  0.0782
H -1.08 -5.60 0.21  0.1145
H 0.02 -6.52 -1.60  0.0819
C 0.69 3.07 1.35  -0.0743
C 0.37 4.51 1.01  -0.3331
O 0.36 5.33 2.17  -0.0626
H -0.09 2.60 1.96  0.0677
H 1.68 3.00 1.79  0.0816
H 0.69 2.51 0.41  0.0546
H -0.62 4.57 0.53  0.0951
H 1.11 4.88 0.28  0.1078
H 0.26 6.24 1.88  0.0851
C 2.01 -3.59 -3.42  -0.0633
C 1.94 -2.41 -2.46  -0.2438
O 1.34 -1.25 -3.12  -0.1774
H 1.04 -3.98 -3.71  0.0753
H 2.57 -4.43 -3.00  0.0882
H 2.54 -3.29 -4.34  0.0794
H 2.94 -2.12 -2.15  0.1286
H 1.29 -2.66 -1.63  0.0849
H 2.04 -0.95 -3.71  0.1044

Q: The highest HOMO belongs to which entry?
A: C22H65O11Sr

Q: lowest unoccupied orbital energy of number 2 (C22H66BCaF4O11)?
A: -3.21 eV

Q: What is the HOMO in the second record?
A: -11.4 eV

Q: Look up the frontier orbital gap of the first one.
A: 7.54 eV